# 1
ORCA calculation (ωB97M-V/def2-TZVPD) on a molecular structure, C17H12IN3O2Pt.

Element x y z (Å)
Pt: 0.0113 -1.4841 0.0002
O: 1.1697 5.2904 0.0048
C: 0.0337 4.7959 0.0030
O: -1.1044 5.2868 0.0041
C: 0.0354 3.2368 0.0018
C: -1.1688 2.5407 0.0010
C: -1.1376 1.1598 -0.0002
N: 0.0342 0.5209 -0.0008
C: 1.2033 1.1568 0.0002
C: 1.2372 2.5393 0.0015
C: 2.3510 0.2235 -0.0004
C: 3.6590 0.6661 -0.0012
C: 4.6937 -0.2555 -0.0025
C: 4.3850 -1.6012 -0.0032
C: 3.0548 -1.9849 -0.0023
N: 2.0523 -1.1070 -0.0007
C: -2.2941 0.2355 -0.0009
C: -3.6039 0.6806 -0.0018
C: -4.6383 -0.2387 -0.0029
C: -4.3361 -1.5892 -0.0031
C: -3.0094 -1.9744 -0.0021
N: -2.0060 -1.0949 -0.0009
H: -2.0747 3.1331 0.0015
H: 2.1451 3.1284 0.0024
H: 3.8576 1.7278 -0.0008
H: 5.7220 0.0796 -0.0031
H: 5.1519 -2.3620 -0.0044
H: 2.7735 -3.0270 -0.0026
H: -3.8016 1.7425 -0.0017
H: -5.6660 0.0979 -0.0036
H: -5.1087 -2.3439 -0.0041
H: -2.7294 -3.0172 -0.0022
I: 1.1879 -5.0760 0.0128
C: -0.3031 -3.5167 0.0046
H: -0.8913 -3.7812 0.8857
H: -0.8854 -3.7885 -0.8782

Forces on atoms 1 to 6 (eV/Å):
Pt -0.011 0.016 0.002
O 0.000 0.002 -0.006
C 0.001 -0.008 0.016
O 0.000 0.002 -0.006
C 0.007 0.006 -0.005
C -0.007 -0.012 0.000

Calculated total energy in a.u.: -1386.8120
Spin multiplicity: 1
HOMO-LUMO gap in eV: 6.689
Relative energy (zero: lowest compared OMol25 entry of this formula, charge and spin) in kJ/mol: 0.0

# 2
ORCA calculation (ωB97M-V/def2-TZVPD) on a molecular structure, C17H13AsF6IPb.

Element x y z (Å)
Pb: -0.1833 0.1489 0.4712
I: 2.3392 1.6238 0.1098
C: 2.1452 1.5435 -1.9953
C: 3.0780 2.2250 -2.7134
C: 3.0044 2.1920 -4.1236
C: 2.0257 1.4640 -4.7297
C: 1.0658 0.7434 -3.9748
C: 0.0801 -0.0397 -4.6255
C: -0.8517 -0.7233 -3.9062
C: -0.8642 -0.6252 -2.4965
C: 0.0714 0.1008 -1.8096
C: 1.0807 0.7884 -2.5490
H: 3.8659 2.7802 -2.2216
H: 3.7321 2.7418 -4.7064
H: 1.9635 1.4250 -5.8115
H: 0.0816 -0.0738 -5.7092
H: -1.5962 -1.3291 -4.4083
H: -1.6598 -1.1313 -1.9552
C: 0.8824 -2.2631 0.9172
C: 0.0272 -3.0600 0.1023
C: 0.3974 -3.3959 -1.2158
C: -0.4184 -4.1911 -1.9934
C: -1.6297 -4.6563 -1.4863
C: -2.0286 -4.3080 -0.1969
C: -1.2169 -3.5157 0.5886
H: 1.8903 -2.0633 0.5611
H: 0.7557 -2.2874 1.9941
H: 1.3358 -3.0237 -1.6099
H: -0.1182 -4.4487 -3.0007
H: -2.2640 -5.2869 -2.0961
H: -2.9777 -4.6570 0.1896
H: -1.5371 -3.2192 1.5826
F: -2.5987 0.6715 -0.3511
As: -3.4208 1.3090 1.0847
F: -3.9162 2.6724 0.1791
F: -4.8278 0.4345 0.6605
F: -4.1141 1.9132 2.5219
F: -2.7825 -0.0742 1.9298
F: -1.9030 2.1301 1.4417

Forces on atoms 1 to 6 (eV/Å):
Pb -0.805 -0.270 0.173
I 0.623 0.417 -0.229
C -0.054 -0.025 0.330
C 0.004 -0.015 -0.177
C 0.051 0.035 0.061
C -0.045 -0.035 -0.026

<S²>: 0.784
Calculated total energy in a.u.: -3981.1957
Spin multiplicity: 2
HOMO-LUMO gap (alpha / beta) in eV: 8.031 / 6.554